# C5H9NO

A cluster of 2 separate species, C5H9NO in total (wB97M-V/def2-TZVPD, the OMol25 dataset).

Last column: Löwdin charge in e.
CARTESIAN COORDINATES (ANGSTROEM)
O -1.937 -1.318 1.547  -0.049
N 2.659 -1.119 0.388  0.151
C 0.452 0.123 -0.312  -0.446
C -1.461 -1.899 0.472  -0.001
C 1.682 -0.584 0.079  -0.207
C 0.587 0.739 -1.703  -0.058
C 0.047 1.137 0.760  -0.068
H -0.569 -2.443 0.869  0.032
H 0.800 1.924 0.851  0.088
H -0.325 -0.625 -0.392  0.034
H 0.856 -0.025 -2.438  0.087
H -0.903 1.604 0.480  0.085
H 1.347 1.525 -1.714  0.087
H -2.699 -0.780 1.280  0.103
H -0.377 1.169 -1.992  0.085
H -0.075 0.666 1.742  0.079

As for the LUMO energy: 0.3694 eV. As for the frontier orbital gap: 9.6 eV. The value obtained for the highest occupied orbital energy is -9.193 eV.

=====

# C5H9NO

An isolated molecule of C5H9NO (wB97M-V/def2-TZVPD, the OMol25 dataset).

Last column: Löwdin charge in e.
CARTESIAN COORDINATES (ANGSTROEM)
O -0.630 -1.674 2.339  -0.071
N 0.167 -0.639 1.764  -0.025
C -1.106 -1.006 -0.397  -0.010
C 1.339 1.303 -0.575  -0.071
C -0.104 0.860 -0.366  -0.298
C -0.833 0.025 -1.473  -0.131
C -0.394 -0.333 0.505  -0.292
H 1.398 2.088 -1.338  0.075
H -1.695 0.506 -1.943  0.099
H 1.754 1.714 0.353  0.075
H 1.001 -1.123 1.418  0.130
H -1.630 -1.954 -0.364  0.102
H -0.144 -0.332 -2.249  0.108
H -0.711 1.718 -0.055  0.140
H 1.984 0.476 -0.895  0.079
H -0.396 -1.629 3.275  0.090

As for the LUMO energy: 0.9905 eV. As for the frontier orbital gap: 9.6 eV. The SMILES is C[C@H]1CC=C1NO. The value obtained for the highest occupied orbital energy is -8.652 eV.

=====

# C5H9NO

A cluster of 2 separate species, C5H9NO in total (wB97M-V/def2-TZVPD, the OMol25 dataset).

Last column: Löwdin charge in e.
CARTESIAN COORDINATES (ANGSTROEM)
O 0.434 -2.110 0.171  -0.136
N 1.166 2.350 -1.337  0.146
C -0.125 1.667 0.809  -0.124
C -1.694 0.130 -0.432  -0.086
C 0.581 2.057 -0.379  -0.252
C 1.610 -1.351 -0.039  -0.164
C -1.140 0.797 0.783  -0.137
H 1.775 -0.763 0.867  0.078
H 0.269 -2.620 -0.631  0.082
H 2.487 -1.993 -0.196  0.079
H -1.598 -0.952 -0.307  0.065
H -1.158 0.428 -1.338  0.076
H -2.757 0.369 -0.555  0.084
H 1.523 -0.654 -0.887  0.071
H -1.601 0.541 1.735  0.113
H 0.227 2.104 1.738  0.104

As for the LUMO energy: 0.8211 eV. As for the frontier orbital gap: 10.8 eV. The SMILES is C/C=C\C#N.CO. The value obtained for the highest occupied orbital energy is -10.026 eV.

=====

# C5H9NO

A cluster of 2 separate species, C5H9NO in total (wB97M-V/def2-TZVPD, the OMol25 dataset).

Last column: Löwdin charge in e.
CARTESIAN COORDINATES (ANGSTROEM)
O 2.643 -0.804 -1.599  0.102
N 0.216 -1.420 -0.158  0.032
C -0.942 -0.663 -0.513  -0.337
C -0.401 -0.639 0.892  -0.339
C -1.063 0.643 -1.326  -0.038
C 2.057 -0.676 -0.596  -0.062
C 0.122 0.660 1.455  -0.064
H -0.945 -1.214 1.571  0.104
H 0.928 0.528 2.284  0.118
H 2.306 -0.437 0.511  0.125
H -0.172 1.279 -1.157  0.066
H 0.494 1.224 0.708  0.015
H -1.756 1.317 -0.810  0.084
H -0.663 1.106 1.866  0.031
H -1.145 0.501 -2.341  0.040
H -1.678 -1.406 -0.785  0.120

As for the LUMO energy (alpha / beta): 0.5334 / 0.5336 eV. As for the frontier orbital gap (alpha / beta): 9.1 / 9.1 eV. The value obtained for the highest occupied orbital energy (alpha / beta) is -8.534 / -8.535 eV.

=====

We obtain energy above the lowest of the compared OMol25 structures with the same formula, charge and spin values of 4.0628 3.9758 2.0091 5.1081 eV for the records listed above, in that order.
We obtain F_max values of 0.017 0.016 0.023 0.106 Eh/bohr for the records listed above, in that order.